[1]
The following is a quantum chemistry calculation of 2 unconnected molecules or ions with the total composition C4H12O, from the OMol25 dataset.

Properties
Gap between HOMO and LUMO in Eh: 0.444
Lowest unoccupied orbital energy in eV: 0.95
E_tot in eV: -6389.8553
E_HOMO in eV: -11.1

```
! RIJCOSX wB97M-V def2-TZVPD def2/J DEFGRID3
* xyz 0 1
C 0.3091 -1.2641 0.0418
C -2.6175 -0.4191 -0.1186
C -1.5034 0.5561 -0.3036
C -0.0933 0.1942 0.2561
H 0.5055 -1.7777 0.9903
H -0.5425 -1.8085 -0.3656
H 1.1904 -1.4092 -0.5705
H -2.8686 -0.5652 0.9350
H -3.4915 -0.0346 -0.6255
H -2.3561 -1.3784 -0.5287
H -1.3940 0.7215 -1.3699
H -1.7691 1.4812 0.2052
H -0.0837 0.4182 1.3208
H 0.5914 0.8995 -0.2040
H 2.6138 0.5042 0.5128
H 3.9981 1.1086 0.6035
O 3.3210 0.8600 -0.0333
*
```

=====

[2]
The following is a quantum chemistry calculation of a molecular structure, C18H21InN6O6, from the OMol25 dataset.

Properties
Gap between HOMO and LUMO in Eh: 0.325
Lowest unoccupied orbital energy in eV: -6.72
E_tot in eV: -45387.5010
E_HOMO in eV: -15.6

```
! RIJCOSX wB97M-V def2-TZVPD def2/J DEFGRID3
* xyz 2 1
In -0.8992 -0.2756 -0.2578
C -1.7626 2.4126 0.7771
C -0.3084 2.3404 1.2315
N 0.5354 1.4134 0.4389
C 1.2123 1.9806 -0.7389
C 0.4290 1.8265 -2.0266
C 0.8343 2.4032 -3.2168
C 0.0321 2.2417 -4.3386
C -1.1660 1.5423 -4.2417
C -1.5042 0.9777 -3.0267
C -2.8194 0.2572 -2.7986
N -2.8291 -0.5656 -1.5764
C -3.9329 -0.2906 -0.6321
C -3.7199 1.0371 0.0964
N -2.4194 1.0851 0.8075
N -0.6978 1.1143 -1.9721
H -1.8212 2.7895 -0.2439
H -2.2805 3.1180 1.4293
H -0.2691 1.9983 2.2670
H 0.1019 3.3520 1.2059
H 1.2424 1.0782 1.1000
H 2.1777 1.4864 -0.8652
H 1.4154 3.0442 -0.5867
H 1.7591 2.9632 -3.2651
H 0.3341 2.6658 -5.2872
H -1.8203 1.4354 -5.0968
H -3.0578 -0.3399 -3.6781
H -3.5935 1.0251 -2.7274
H -2.8582 -1.5482 -1.8323
H -3.9595 -1.1083 0.0913
H -4.8994 -0.2604 -1.1385
H -4.5462 1.1856 0.7907
H -3.7516 1.8569 -0.6214
H -2.5598 0.8070 1.7760
O 0.5174 -4.1608 -0.3331
C 0.5528 -3.1100 0.2327
O -0.3849 -2.1750 -0.0531
C 1.6231 -2.7778 1.2260
C 2.7536 -3.5905 1.2795
C 3.7494 -3.3030 2.1912
C 3.6794 -2.2260 3.0553
C 2.5509 -1.4323 2.9846
C 1.5215 -1.7051 2.0945
N 2.4421 -0.2518 3.8464
O 1.6084 0.6067 3.5181
O 3.0990 -0.1990 4.8440
N 4.9580 -4.1693 2.2332
O 5.8060 -3.8650 3.0416
O 4.9657 -5.1211 1.4877
H 2.8588 -4.4409 0.6191
H 4.4795 -2.0123 3.7511
H 0.6214 -1.1157 2.1388
*
```

=====

[3]
The following is a quantum chemistry calculation of 2 unconnected molecules or ions with the total composition C2H7PS2, from the OMol25 dataset.

Properties
Gap between HOMO and LUMO in Eh: 0.316
Lowest unoccupied orbital energy in eV: 0.01
E_tot in eV: -33144.7639
E_HOMO in eV: -8.6

```
! RIJCOSX wB97M-V def2-TZVPD def2/J DEFGRID3
* xyz 0 1
C 1.5405 0.9228 0.0227
C 0.4841 0.4797 0.9418
P -1.9782 -0.9553 0.2437
S -2.2785 -0.1918 -1.7196
S 0.0664 -1.2602 0.3585
H 1.1281 0.9002 -1.0343
H 1.8973 1.9162 0.1483
H 2.5056 0.3265 -0.0140
H -0.4820 0.8514 1.1489
H 0.8525 0.3859 1.9199
H -2.7429 -2.8018 -0.0122
H -0.9930 -0.5737 -2.0036
*
```